Below is a structure of composition C4H8N3O, with properties calculated with ωB97M-V with the def2-TZVPD basis set.

The geometry in XYZ format:
```
16
Properties=species:S:1:pos:R:3:forces:R:3:lowdin_charge:R:1
C 1.65008 0.67344 -0.17474 0.951 -0.421 0.083 -0.06
C 1.41764 -0.01036 1.17208 -2.176 -0.213 1.032 -0.02
C -0.47675 0.57059 0.29208 2.550 -4.209 -2.044 -0.44
C -0.01650 -1.68618 -0.92919 0.104 -0.822 -1.908 -0.17
N 0.52087 1.00471 -0.62725 -1.495 1.355 -0.779 0.12
N 0.12500 0.06227 1.48951 1.738 0.285 -1.054 0.14
N -1.69272 1.32145 0.33422 -1.737 -0.587 -0.480 0.28
O -1.05024 -0.93506 -0.50321 -0.874 4.642 1.824 -0.08
H 2.57680 0.88218 -0.78994 -1.023 -0.509 1.168 0.16
H 2.09503 -0.58200 1.84472 -0.347 0.805 -0.676 0.14
H 0.47882 -1.44452 -1.87527 -0.547 0.529 -0.263 0.11
H -0.44281 -2.67318 -1.03964 0.192 -0.596 0.273 0.12
H 0.75263 -1.66299 -0.23025 1.679 -0.721 1.735 0.05
H -2.41608 0.58896 0.69952 0.890 1.843 -0.826 0.24
H -1.93955 1.76689 -0.61308 0.323 -1.388 1.259 0.23
H -1.58220 2.12378 0.95045 -0.227 0.006 0.657 0.18
```
Positions in Å, forces in eV/Å.

- E: -10785.293 eV
- Total charge: +1
- HOMO energy: -14.5 eV
- Energy relative to the best compared isomer or geometry (same formula, charge and spin): 115.5 kcal per mole

Below is a structure of composition C34H32BrClF5IOP, with properties calculated with ωB97M-V with the def2-TZVPD basis set.

The geometry in XYZ format:
```
76
Properties=species:S:1:pos:R:3:forces:R:3:lowdin_charge:R:1
C 1.53141 0.44051 -1.72068 0.390 -0.148 -0.045 -0.17
C 0.33068 -0.45775 -1.95616 0.086 0.423 -0.382 -0.31
C -1.05077 0.19083 -2.07495 -0.007 -0.861 1.148 -0.77
Br -0.94363 1.64925 -3.49967 0.016 0.155 -0.399 0.51
C -1.68477 0.58502 -0.80838 -0.238 1.225 -1.018 -1.00
Cl -0.94404 2.09728 -0.10875 0.246 -0.220 0.390 0.42
P -3.38499 0.93232 -0.77429 0.424 0.425 0.346 0.44
O -3.88343 0.62331 -2.31819 0.274 -0.187 -0.102 -0.46
I -4.34103 -1.23691 0.24856 -0.315 -0.556 0.384 0.23
H 1.54483 0.87575 -0.73201 -0.151 0.151 0.103 0.02
H 1.61752 1.24111 -2.44829 -0.171 0.061 -0.106 0.01
H 2.43477 -0.16762 -1.81189 0.077 -0.027 0.049 0.07
H 0.25571 -1.14029 -1.11121 -0.090 -0.266 -0.093 0.11
H 0.50525 -1.01863 -2.87687 0.007 -0.166 0.023 0.10
H -1.71381 -0.53501 -2.54274 -0.046 0.055 -0.107 0.05
H -4.81588 0.82708 -2.36309 -0.481 0.008 -0.154 0.02
F -10.23398 -6.42568 1.17193 0.007 0.003 -0.003 0.04
C -9.18326 -5.66883 0.77140 0.007 0.009 -0.004 -0.29
C -9.21931 -5.09200 -0.48028 -0.077 0.000 -0.081 -0.02
C -8.14049 -4.31640 -0.88221 0.015 -0.010 0.037 -0.08
C -7.05212 -4.13528 -0.04056 0.033 -0.011 -0.090 -0.10
C -7.04422 -4.72918 1.21267 -0.006 -0.015 -0.009 -0.07
C -8.11781 -5.50287 1.63083 0.025 -0.032 0.095 -0.02
H -10.07637 -5.25011 -1.12104 -0.013 -0.002 0.016 0.11
H -8.15169 -3.84862 -1.85799 0.000 0.003 -0.017 0.10
H -6.21241 -3.53049 -0.35540 -0.014 0.038 0.031 0.01
H -6.19619 -4.58748 1.86904 0.007 0.025 0.011 0.11
H -8.13549 -5.97068 2.60596 -0.013 -0.014 -0.005 0.11
F -4.25572 -4.35679 -7.01290 -0.006 0.010 0.020 0.03
C -4.44767 -3.88531 -5.75467 0.004 0.005 0.004 -0.29
C -3.90646 -2.66492 -5.40985 0.057 0.069 -0.066 -0.01
C -4.10857 -2.18741 -4.12214 -0.008 0.007 0.004 -0.06
C -4.83845 -2.93165 -3.20437 -0.081 -0.018 0.062 -0.10
C -5.36687 -4.15961 -3.58042 0.017 0.031 0.016 -0.08
C -5.17674 -4.64709 -4.86689 -0.054 -0.092 0.001 -0.03
H -3.33700 -2.10256 -6.13787 -0.001 -0.006 -0.005 0.12
H -3.69951 -1.22878 -3.83032 0.016 0.010 0.014 0.08
H -4.98265 -2.54963 -2.19730 0.055 -0.069 -0.191 -0.01
H -5.92717 -4.75019 -2.86672 -0.009 -0.010 0.012 0.09
H -5.58269 -5.59964 -5.18083 0.017 -0.002 -0.010 0.11
F 2.75497 0.03886 1.08905 0.104 -0.083 0.108 0.05
C 2.60157 0.75173 2.21949 -0.046 0.043 -0.014 -0.28
C 3.47147 1.79304 2.46994 0.119 0.038 -0.034 -0.02
C 3.30645 2.52982 3.63350 0.000 -0.027 0.047 -0.10
C 2.28888 2.21570 4.52273 -0.004 0.019 0.033 -0.10
C 1.42644 1.16463 4.24239 0.034 0.020 0.014 -0.08
C 1.57524 0.42320 3.08054 -0.074 -0.078 0.010 -0.01
H 4.25864 2.01504 1.76186 -0.025 0.002 -0.028 0.11
H 3.97769 3.35178 3.84625 0.019 0.005 -0.004 0.10
H 2.16650 2.79076 5.43063 -0.002 0.003 0.010 0.10
H 0.62739 0.92128 4.92948 -0.026 0.002 -0.005 0.10
H 0.90460 -0.38765 2.83155 -0.011 0.015 -0.034 0.12
F 4.84556 1.64563 7.21755 0.001 -0.002 0.013 0.06
C 6.04200 1.77705 6.61310 0.055 0.022 -0.048 -0.29
C 6.40200 0.87176 5.63596 -0.113 -0.134 -0.047 -0.02
C 7.63353 1.01704 5.01669 0.034 0.041 0.018 -0.08
C 8.48498 2.05104 5.38031 0.027 0.000 -0.017 -0.10
C 8.09969 2.94681 6.36697 0.007 -0.016 -0.022 -0.09
C 6.86757 2.81649 6.99072 -0.021 0.083 0.081 -0.02
H 5.72390 0.07322 5.36715 -0.038 0.031 -0.004 0.12
H 7.92614 0.31925 4.24397 -0.005 -0.017 -0.010 0.10
H 9.44484 2.15916 4.89394 0.010 0.004 -0.005 0.10
H 8.75998 3.75395 6.65460 0.000 0.020 0.002 0.10
H 6.54377 3.50740 7.75723 -0.014 -0.013 0.008 0.12
F 2.33357 3.54907 -1.48195 -0.015 0.065 0.138 0.07
C 3.32542 4.05446 -2.22249 -0.007 -0.030 -0.079 -0.28
C 3.32869 3.80275 -3.58086 -0.043 -0.048 -0.091 -0.01
C 4.35721 4.32715 -4.34819 0.022 0.018 0.021 -0.09
C 5.36162 5.08342 -3.75862 0.025 0.013 -0.018 -0.11
C 5.33493 5.31938 -2.39148 -0.001 -0.008 -0.032 -0.10
C 4.30971 4.80594 -1.61059 0.023 0.022 0.082 -0.02
H 2.53515 3.20745 -4.01345 -0.026 0.006 0.030 0.12
H 4.37258 4.14351 -5.41429 -0.002 -0.014 -0.014 0.10
H 6.16216 5.48786 -4.36361 0.009 0.004 -0.004 0.09
H 6.11664 5.90637 -1.92736 0.003 0.015 0.011 0.10
H 4.26358 4.98060 -0.54413 -0.017 -0.018 0.004 0.11
```
Positions in Å, forces in eV/Å.

- E: -151368.561 eV
- Total charge: -1
- HOMO energy: -3.9 eV

Below is a cluster of 5 separate species, C8H22O4 in total, with properties calculated with ωB97M-V with the def2-TZVPD basis set.

The geometry in XYZ format:
```
34
Properties=species:S:1:pos:R:3:forces:R:3:lowdin_charge:R:1
C 0.45115 -1.22551 -0.86604 -0.137 -1.878 0.021 0.04
C 0.15931 -0.28795 0.02833 -0.343 -0.016 -0.573 -0.29
C -0.72062 0.88267 -0.34252 0.560 0.543 0.975 -0.18
C -0.07280 2.26139 -0.12896 0.835 -0.068 -1.384 -0.09
C 0.64667 -0.48386 1.43485 0.940 -0.274 -0.761 -0.27
C 1.98977 0.14562 1.73695 -0.043 -0.446 0.582 -0.04
C 0.15168 -1.47210 2.17687 -1.624 1.113 0.597 -0.10
C -1.19030 -2.09660 1.85824 0.193 -1.079 1.294 -0.09
H 0.18821 -1.33568 -1.90404 -0.381 1.090 -0.188 0.04
H 0.81489 -2.22198 -0.60659 0.615 0.459 0.722 0.09
H -1.05489 0.80504 -1.36682 -0.204 -0.217 -0.117 0.09
H -1.57834 0.78326 0.32545 -0.317 -0.015 -0.209 0.09
H -0.77384 3.09081 -0.14735 -0.124 -0.109 0.463 0.07
H 0.59018 2.45806 -0.98770 -0.111 -0.126 -0.060 0.07
H 0.63309 2.30455 0.68976 -0.506 0.130 0.574 0.05
H 2.10346 1.21808 1.59749 -0.344 0.034 -0.132 0.07
H 2.21803 -0.07125 2.78238 0.272 0.038 -0.056 0.08
H 2.73501 -0.34276 1.10177 0.092 0.055 0.085 0.08
H 0.50081 -1.65556 3.18909 0.497 -0.045 -0.198 0.10
H -1.97354 -1.39147 1.62074 0.109 0.202 -1.087 0.07
H -1.65079 -2.54376 2.75090 0.545 -0.056 0.176 0.07
H -1.04861 -2.95724 1.20368 -0.492 0.366 -0.547 0.08
O -2.40494 -1.95527 -2.50992 -0.118 -0.370 0.207 -0.05
H -1.61389 -1.41758 -2.60167 -0.171 0.301 -0.186 -0.01
H -3.12088 -1.51224 -2.97290 0.208 0.157 -0.071 0.04
O 2.79075 0.34371 -2.05364 0.046 0.285 -0.320 -0.05
H 3.38881 -0.40801 -2.04213 -0.012 -0.042 0.169 0.05
H 2.27202 0.30289 -1.24095 0.024 -0.260 -0.003 0.00
O 0.11617 0.50716 -3.49162 -0.328 -0.156 -0.272 -0.06
H 0.33279 1.39390 -3.19149 0.168 0.005 -0.021 0.03
H 0.92707 -0.00180 -3.37715 0.205 0.308 0.086 0.02
O -1.82844 2.53270 2.26723 0.541 1.278 -0.969 -0.04
H -1.88111 1.64998 1.90201 -0.318 -0.258 0.979 0.00
H -2.09687 2.70079 3.16577 -0.279 -0.950 0.226 0.04
```
Positions in Å, forces in eV/Å.

- E: -16841.053 eV
- HOMO energy: -9.4 eV
- Energy relative to the best compared isomer or geometry (same formula, charge and spin): 25.9 kcal per mole